Entry from the Open Molecules 2025 dataset: a 15-piece molecular cluster, C96H221N11O20 overall (the ωB97M-V functional and the def2-TZVPD basis).

Bonds (Å) are listed after each position.
CARTESIAN COORDINATES (ANGSTROEM)
1 H 3.759 -0.131 -2.010  C195 1.090
2 H -1.048 5.543 -8.815  C191 1.090
3 H 3.101 -6.963 1.599  C4 1.090
4 C 3.797 -6.536 0.876  H3 1.090, C262 1.531, O302 1.380, C328 1.583
5 H 5.280 -0.631 0.648  C174 1.090
6 H -1.778 6.437 -7.657  C191 1.090
7 H -4.840 4.518 3.477  C37 1.090
8 O 0.836 3.842 3.537  C275 1.441, C276 1.453
9 C 2.859 -3.135 4.009  H132 1.090, H159 1.090, C205 1.574, C287 1.547
10 H -4.924 1.805 -0.859  C25 1.090
11 H -1.276 -4.098 -6.670  O108 0.960
12 C 3.754 6.068 -2.038  C88 1.542, C112 1.541, H165 1.090, H214 1.090
13 H 6.372 -4.383 0.001  C133 1.090
14 H -0.953 -7.085 -0.159  C55 1.090
15 H -1.858 -2.764 -8.966  C98 1.090
16 H 2.827 -1.858 -0.903  C171 1.090
17 H -0.128 -2.622 -0.970  C201 1.090
18 H -5.539 -1.280 1.202  C305 1.090
19 H 5.693 -0.491 3.666  C252 1.090
20 H 5.595 -1.901 -7.905  C178 1.090
21 N -3.722 -6.281 1.495  C124 1.475, C231 1.494, O333 1.421
22 H -2.936 1.891 5.411  N190 1.010
23 N 1.214 0.472 -1.067  O79 1.402, C271 1.517, C293 1.513
24 N -6.889 1.147 0.926  C77 1.494, C86 1.472, O288 1.376
25 C -4.809 0.813 -0.421  H10 1.090, C77 1.506, H212 1.090, H227 1.090
26 O -4.332 -3.528 -5.228  C84 1.419, H207 0.960
27 H 5.341 -2.877 -2.813  C348 1.090
28 H -4.379 7.407 -0.262  C36 1.090
29 C 7.274 -0.564 -0.410  C47 1.536, C156 1.551, N161 1.503, C174 1.574
30 H -5.304 -5.690 0.705  O333 0.960
31 H 0.724 0.950 7.787  C49 1.090
32 C -6.679 3.929 8.534  H76 1.090, O167 1.423, H221 1.090, H314 1.090
33 H -1.144 -7.198 -3.989  C61 1.090
34 H 5.352 2.958 -4.475  C169 1.090
35 H -0.351 2.198 0.406  C213 1.090
36 C -4.183 6.792 0.616  H28 1.090, H194 1.090, H289 1.090, O308 1.430
37 C -4.169 3.712 3.771  H7 1.090, C203 1.518, O223 1.397, H284 1.090
38 H 7.333 -2.678 1.469  C291 1.090
39 O -1.874 3.687 -3.564  C292 1.406, C327 1.465
40 O 1.390 4.330 0.379  N43 1.398, H72 0.960
41 H 4.055 1.225 5.638  C280 1.090
42 H -0.931 -6.537 -6.387  O157 0.960
43 N 2.549 4.587 -0.359  O40 1.398, C85 1.490, C112 1.556
44 H 1.258 -3.000 5.454  C205 1.090
45 H -6.167 -3.696 -3.625  C189 1.090
46 H -5.135 0.918 6.467  C220 1.090
47 C 8.730 -0.437 0.062  C29 1.536, H94 1.090, H282 1.090, H311 1.090
48 H -0.531 2.413 4.026  C275 1.090
49 C -0.307 0.796 7.470  H31 1.090, O102 1.487, C193 1.512, H298 1.090
50 H 0.056 -3.734 -4.771  C158 1.090
51 H 4.307 5.966 1.410  C137 1.090
52 C 0.560 -0.823 -3.268  H65 1.090, H248 1.090, C271 1.557, H346 1.090
53 O 4.440 -0.951 7.217  N261 1.365, H285 0.960
54 H -4.195 -6.160 -1.289  C59 1.090
55 C -1.455 -6.752 0.749  H14 1.090, C124 1.559, C147 1.521, H265 1.090
56 H -2.373 4.469 -1.561  C327 1.090
57 H -1.792 8.103 0.310  C155 1.090
58 H 5.072 4.526 2.071  C137 1.090
59 C -3.162 -6.047 -0.959  H54 1.090, C124 1.524, H237 1.090, H246 1.090
60 H -4.184 3.200 8.144  C107 1.090
61 C -0.464 -6.356 -3.854  H33 1.090, H87 1.090, C140 1.522, H301 1.090
62 C -3.780 -2.511 -3.138  C84 1.527, H92 1.090, H111 1.090, H125 1.090
63 H -2.829 3.044 0.860  C192 1.090
64 C 0.008 5.950 3.080  H81 1.090, C276 1.526, N283 1.461, H290 1.090
65 H 0.099 0.092 -3.639  C52 1.090
66 H -0.695 -1.420 -9.117  C98 1.090
67 C 5.025 4.306 -0.716  C85 1.599, C88 1.570, H139 1.090, H154 1.090
68 C -5.289 -1.323 4.467  H153 1.090, H267 1.090, H297 1.090, O334 1.397
69 H -0.364 -1.925 -6.617  C253 1.090
70 C -3.392 -8.325 0.187  H83 1.090, C124 1.587, H183 1.090, H309 1.090
71 H -1.583 6.953 3.933  N283 1.010
72 H 1.290 5.146 0.875  O40 0.960
73 C 4.539 -3.799 6.531  H216 1.090, C281 1.561, H315 1.090, H316 1.090
74 H -6.398 -0.013 -2.237  C239 1.090
75 H 5.591 -2.197 4.141  C252 1.090
76 H -7.725 4.146 8.317  C32 1.090
77 C -6.206 0.336 -0.126  N24 1.494, C25 1.506, C239 1.555, C305 1.497
78 H 1.650 -4.374 -5.588  C158 1.090
79 O 1.172 1.734 -1.675  N23 1.402, H331 0.960
80 H -1.272 4.727 -5.769  N129 1.010
81 H 0.969 6.319 2.722  C64 1.090
82 C -1.669 -0.915 4.464  C93 1.459, H168 1.090, H264 1.090, N273 1.449
83 H -4.240 -8.419 -0.491  C70 1.090
84 C -4.113 -3.817 -3.856  O26 1.419, C62 1.527, C189 1.537, H241 1.090
85 C 3.805 4.136 0.302  N43 1.490, C67 1.599, C137 1.565, C269 1.561
86 C -7.607 2.392 0.605  N24 1.472, C218 1.569, C229 1.547, C299 1.545
87 H 0.170 -6.686 -3.031  C61 1.090
88 C 5.017 5.801 -1.196  C12 1.542, C67 1.570, H136 1.090, H164 1.090
89 C -7.629 1.616 -1.842  C239 1.496, H270 1.090, C299 1.526, H345 1.090
90 H -1.829 1.254 9.997  C249 1.090
91 H -4.331 -3.033 1.790  C172 1.090
92 H -3.327 -2.728 -2.170  C62 1.090
93 C -3.014 -0.871 3.901  C82 1.459, H256 1.090, O334 1.419, H339 1.090
94 H 8.790 0.208 0.939  C47 1.090
95 H -0.926 -0.073 10.675  C249 1.090
96 H 5.829 -4.432 -2.471  C348 1.090
97 N 5.391 0.079 -6.167  C204 1.448, H234 1.010, C318 1.496
98 C -0.909 -2.361 -8.611  H15 1.090, H66 1.090, C253 1.545, H340 1.090
99 H 3.159 7.539 0.229  C303 1.090
100 H 2.028 -1.141 3.721  C287 1.090
101 H -0.141 2.753 -4.110  C292 1.090
102 O -1.048 0.128 8.573  C49 1.487, C249 1.438
103 H 1.030 -1.080 1.381  C259 1.090
104 O 3.896 -2.201 -6.745  C178 1.444, C245 1.429
105 H 3.409 2.086 -0.391  C269 1.090
106 H 6.672 1.499 0.027  C156 1.090
107 C -4.888 2.381 8.002  H60 1.090, O167 1.439, H202 1.090, C220 1.525
108 O -1.884 -3.360 -6.751  H11 0.960, C253 1.444
109 H -3.565 -4.115 4.187  C173 1.090
110 H 9.095 -3.476 -2.130  C177 1.090
111 H -4.723 -2.024 -2.890  C62 1.090
112 C 2.479 5.903 -1.188  C12 1.541, N43 1.556, C144 1.561, C303 1.590
113 H 4.294 -8.362 -0.278  C328 1.090
114 H 5.723 -3.263 -6.900  C178 1.090
115 H 2.860 0.824 -3.167  C195 1.090
116 H 5.895 0.935 -1.393  C156 1.090
117 H 5.633 -7.235 -0.198  C328 1.090
118 H 1.726 3.106 -4.729  C121 1.090
119 H 0.517 0.392 5.483  C193 1.090
120 H 2.184 -4.489 5.574  C205 1.090
121 C 2.793 3.323 -4.761  H118 1.090, H180 1.090, O230 1.428, H272 1.090
122 H -0.785 4.632 4.608  C276 1.090
123 H -1.493 0.872 -1.624  C188 1.090
124 C -2.960 -6.807 0.346  N21 1.475, C55 1.559, C59 1.524, C70 1.587
125 H -3.141 -1.834 -3.705  C62 1.090
126 H -1.539 -3.871 2.554  C226 1.090
127 H 0.852 1.435 1.408  C213 1.090
128 H 8.618 -1.147 -2.463  O210 0.960
129 N -1.362 3.998 -6.463  H80 1.010, C186 1.458, C199 1.465
130 H -8.654 3.204 -1.103  C299 1.090
131 H -5.669 -5.348 -3.372  C189 1.090
132 H 2.252 -3.449 3.160  C9 1.090
133 C 6.169 -3.348 -0.274  H13 1.090, H142 1.090, C291 1.568, C295 1.539
134 H -0.099 8.350 1.769  C211 1.090
135 H 5.693 0.625 -4.154  C204 1.090
136 H 5.030 6.597 -0.451  C88 1.090
137 C 4.157 4.907 1.618  H51 1.090, H58 1.090, C85 1.565, H254 1.090
138 H 2.041 -2.535 -2.152  C171 1.090
139 H 4.895 3.625 -1.557  C67 1.090
140 C 0.267 -5.821 -5.077  C61 1.522, O157 1.432, C158 1.508, H162 1.090
141 H -4.058 -5.671 4.188  C173 1.090
142 H 5.105 -3.398 -0.503  C133 1.090
143 H -2.821 4.546 1.814  C192 1.090
144 C 1.320 5.684 -2.209  C112 1.561, H244 1.090, H274 1.090, H326 1.090
145 O -3.063 5.995 -9.203  C163 1.422, C191 1.438
146 H -1.806 3.246 2.310  C192 1.090
147 C -0.905 -5.450 1.312  C55 1.521, H185 1.090, C226 1.543, H247 1.090
148 H 0.114 -1.020 6.360  C193 1.090
149 H 1.000 -3.186 0.134  C201 1.090
150 H 1.457 7.061 0.390  C303 1.090
151 H -1.397 -0.855 -1.362  C188 1.090
152 H 1.815 7.978 -0.949  C303 1.090
153 H -5.765 -1.547 3.513  C68 1.090
154 H 5.948 3.952 -0.256  C67 1.090
155 C -1.961 7.466 1.178  H57 1.090, C211 1.586, O308 1.447, H332 1.090
156 C 6.832 0.860 -0.842  C29 1.551, H106 1.090, H116 1.090, H317 1.090
157 O -0.553 -5.667 -6.240  H42 0.960, C140 1.432
158 C 0.867 -4.459 -4.835  H50 1.090, H78 1.090, C140 1.508, H215 1.090
159 H 3.805 -3.672 3.950  C9 1.090
160 H -5.583 3.392 5.373  C203 1.090
161 N 7.089 -1.457 -1.605  C29 1.503, O210 1.432, C295 1.486
162 H 1.068 -6.551 -5.199  C140 1.090
163 C -2.852 7.112 -10.057  O145 1.422, H219 1.090, H294 1.090, H310 1.090
164 H 5.875 6.137 -1.778  C88 1.090
165 H 3.721 7.095 -2.402  C12 1.090
166 H -7.808 -0.492 -1.386  C239 1.090
167 O -6.201 2.884 7.695  C32 1.423, C107 1.439
168 H -1.483 -1.952 4.743  C82 1.090
169 C 4.940 2.367 -5.293  H34 1.090, C204 1.569, O230 1.449, H277 1.090
170 H -0.572 -1.502 1.117  C259 1.090
171 C 1.829 -1.839 -1.341  H16 1.090, H138 1.090, C201 1.495, C271 1.552
172 C -3.847 -3.863 1.275  H91 1.090, H181 1.090, C231 1.482, H286 1.090
173 C -4.105 -4.801 3.534  H109 1.090, H141 1.090, H224 1.090, C231 1.590
174 C 6.299 -1.006 0.744  H5 1.090, C29 1.574, C291 1.497, H321 1.090
175 C -2.333 -0.940 -7.001  H206 1.090, C253 1.554, H312 1.090, H344 1.090
176 H 0.686 2.624 5.152  C275 1.090
177 C 8.373 -3.657 -1.333  H110 1.090, H279 1.090, C295 1.537, H341 1.090
178 C 5.330 -2.246 -6.906  H20 1.090, O104 1.444, H114 1.090, C318 1.510
179 H -5.421 -4.240 -2.080  C189 1.090
180 H 3.183 3.563 -3.772  C121 1.090
181 H -3.062 -3.392 0.684  C172 1.090
182 H 2.283 -5.210 0.290  C262 1.090
183 H -3.781 -8.784 1.097  C70 1.090
184 H 3.271 -2.952 8.669  C250 1.090
185 H -0.908 -4.713 0.509  C147 1.090
186 C -1.585 2.734 -5.772  N129 1.458, H196 1.090, H240 1.090, C292 1.542
187 H 3.527 -1.527 2.879  C287 1.090
188 C -1.278 0.112 -0.873  H123 1.090, H151 1.090, H198 1.090, C293 1.490
189 C -5.394 -4.313 -3.167  H45 1.090, C84 1.537, H131 1.090, H179 1.090
190 N -3.687 2.394 5.861  H22 1.010, C203 1.566, C220 1.492
191 C -2.011 5.594 -8.308  H2 1.090, H6 1.090, O145 1.438, C199 1.550
192 C -2.779 3.458 1.867  H63 1.090, H143 1.090, H146 1.090, O223 1.440
193 C -0.220 0.003 6.186  C49 1.512, H119 1.090, H148 1.090, N273 1.443
194 H -3.694 5.864 0.317  C36 1.090
195 C 2.981 -0.184 -2.772  H1 1.090, H115 1.090, C271 1.563, H307 1.090
196 H -1.162 1.886 -6.310  C186 1.090
197 H -0.907 3.558 -1.668  C327 1.090
198 H -2.038 0.189 -0.096  C188 1.090
199 C -2.383 4.357 -7.450  N129 1.465, C191 1.550, H238 1.090, H242 1.090
200 H 4.476 2.160 1.085  C269 1.090
201 C 0.743 -2.279 -0.412  H17 1.090, H149 1.090, C171 1.495, C259 1.553
202 H -4.845 1.811 8.930  C107 1.090
203 C -4.795 2.848 4.852  C37 1.518, H160 1.090, N190 1.566, H338 1.090
204 C 5.773 1.044 -5.157  N97 1.448, H135 1.090, C169 1.569, H322 1.090
205 C 2.267 -3.411 5.441  C9 1.574, H44 1.090, H120 1.090, C281 1.580
206 H -2.744 -0.938 -5.991  C175 1.090
207 H -3.519 -3.334 -5.700  O26 0.960
208 H 1.894 -2.108 7.926  C250 1.090
209 H 5.228 -8.245 1.182  C328 1.090
210 O 7.732 -0.981 -2.792  H128 0.960, N161 1.432
211 C -1.016 8.080 2.293  H134 1.090, C155 1.586, N283 1.489, H342 1.090
212 H -4.204 0.271 -1.147  C25 1.090
213 C -0.100 1.263 0.906  H35 1.090, H127 1.090, H260 1.090, C293 1.552
214 H 3.763 5.335 -2.846  C12 1.090
215 H 1.389 -4.347 -3.884  C158 1.090
216 H 5.204 -3.604 7.372  C73 1.090
217 H 6.039 -1.011 5.360  C252 1.090
218 C -8.665 2.717 1.717  C86 1.569, H263 1.090, H266 1.090, H278 1.090
219 H -3.748 7.262 -10.658  C163 1.090
220 C -4.322 1.512 6.884  H46 1.090, C107 1.525, N190 1.492, H313 1.090
221 H -6.158 4.827 8.203  C32 1.090
222 H 3.360 -2.659 -8.752  C245 1.090
223 O -3.764 2.867 2.734  C37 1.397, C192 1.440
224 H -5.167 -4.554 3.534  C173 1.090
225 H 3.835 0.950 3.884  C280 1.090
226 C -1.833 -4.912 2.421  H126 1.090, C147 1.543, C231 1.569, H319 1.090
227 H -4.192 0.918 0.472  C25 1.090
228 H 6.784 -3.456 -3.640  C348 1.090
229 C -6.705 3.645 0.507  C86 1.547, H236 1.090, H336 1.090, H337 1.090
230 O 3.510 2.164 -5.187  C121 1.428, C169 1.449
231 C -3.374 -4.976 2.132  N21 1.494, C172 1.482, C173 1.590, C226 1.569
232 H -1.956 -0.737 6.356  N273 1.010
233 H -7.099 -1.480 0.679  C305 1.090
234 H 4.403 -0.102 -6.274  N97 1.010
235 H 2.792 2.469 1.208  C269 1.090
236 H -6.149 3.877 1.415  C229 1.090
237 H -3.078 -4.970 -0.815  C59 1.090
238 H -2.525 3.498 -8.106  C199 1.090
239 C -7.057 0.297 -1.426  H74 1.090, C77 1.555, C89 1.496, H166 1.090
240 H -2.654 2.523 -5.733  C186 1.090
241 H -3.297 -4.525 -3.720  C84 1.090
242 H -3.410 4.490 -7.110  C199 1.090
243 H -9.390 1.732 -0.522  C299 1.090
244 H 1.113 6.526 -2.870  C144 1.090
245 C 3.167 -2.949 -7.719  O104 1.429, H222 1.090, H320 1.090, H347 1.090
246 H -2.408 -6.379 -1.672  C59 1.090
247 H 0.114 -5.590 1.673  C147 1.090
248 H -0.274 -1.408 -2.879  C52 1.090
249 C -0.906 0.685 9.892  H90 1.090, H95 1.090, O102 1.438, H329 1.090
250 C 2.549 -2.977 7.854  H184 1.090, H208 1.090, C281 1.521, H304 1.090
251 H -5.816 -1.738 -0.498  C305 1.090
252 C 5.426 -1.173 4.474  H19 1.090, H75 1.090, H217 1.090, C257 1.565
253 C -1.304 -2.095 -7.142  H69 1.090, C98 1.545, O108 1.444, C175 1.554
254 H 3.334 5.020 2.325  C137 1.090
255 H 4.853 -5.900 2.333  O302 0.960
256 H -2.965 -1.118 2.840  C93 1.090
257 C 3.930 -0.947 4.875  C252 1.565, N261 1.469, C280 1.555, C287 1.538
258 H -1.561 1.713 -3.882  C292 1.090
259 C 0.306 -1.159 0.570  H103 1.090, H170 1.090, C201 1.553, C293 1.534
260 H -0.959 1.113 1.561  C213 1.090
261 N 3.658 -1.464 6.223  O53 1.365, C257 1.469, C281 1.489
262 C 2.953 -5.895 -0.228  C4 1.531, H182 1.090, H296 1.090, H325 1.090
263 H -9.213 1.814 1.984  C218 1.090
264 H -0.946 -0.694 3.678  C82 1.090
265 H -1.217 -7.596 1.396  C55 1.090
266 H -9.278 3.556 1.388  C218 1.090
267 H -5.776 -1.753 5.342  C68 1.090
268 H -5.601 1.787 2.056  O288 0.960
269 C 3.643 2.602 0.540  C85 1.561, H105 1.090, H200 1.090, H235 1.090
270 H -6.839 2.301 -2.151  C89 1.090
271 C 1.594 -0.530 -2.141  N23 1.517, C52 1.557, C171 1.552, C195 1.563
272 H 3.107 4.174 -5.366  C121 1.090
273 N -1.561 -0.113 5.667  C82 1.449, C193 1.443, H232 1.010
274 H 1.531 4.755 -2.739  C144 1.090
275 C 0.551 2.536 4.074  O8 1.441, H48 1.090, H176 1.090, H323 1.090
276 C 0.182 4.948 4.217  O8 1.453, C64 1.526, H122 1.090, H330 1.090
277 H 5.150 2.954 -6.187  C169 1.090
278 H -8.295 3.054 2.685  C218 1.090
279 H 8.200 -4.732 -1.301  C177 1.090
280 C 3.612 0.576 4.883  H41 1.090, H225 1.090, C257 1.555, H343 1.090
281 C 3.282 -2.873 6.525  C73 1.561, C205 1.580, C250 1.521, N261 1.489
282 H 9.380 -0.080 -0.737  C47 1.090
283 N -0.733 7.161 3.429  C64 1.461, H71 1.010, C211 1.489
284 H -3.283 4.174 4.206  C37 1.090
285 H 3.792 -0.378 7.634  O53 0.960
286 H -4.569 -4.094 0.492  C172 1.090
287 C 3.008 -1.605 3.835  C9 1.547, H100 1.090, H187 1.090, C257 1.538
288 O -6.285 1.121 2.163  N24 1.376, H268 0.960
289 H -5.165 6.512 0.999  C36 1.090
290 H -0.349 5.481 2.163  C64 1.090
291 C 6.362 -2.477 1.016  H38 1.090, C133 1.568, C174 1.497, H306 1.090
292 C -1.215 2.668 -4.276  O39 1.406, H101 1.090, C186 1.542, H258 1.090
293 C 0.036 0.156 -0.173  N23 1.513, C188 1.490, C213 1.552, C259 1.534
294 H -1.985 6.896 -10.682  C163 1.090
295 C 7.023 -2.937 -1.487  C133 1.539, N161 1.486, C177 1.537, C348 1.513
296 H 3.498 -5.440 -1.055  C262 1.090
297 H -5.417 -0.255 4.648  C68 1.090
298 H -0.832 1.737 7.306  C49 1.090
299 C -8.430 2.220 -0.691  C86 1.545, C89 1.526, H130 1.090, H243 1.090
300 H 7.007 -1.302 -5.999  C318 1.090
301 H -1.141 -5.554 -3.561  C61 1.090
302 O 4.432 -5.519 1.559  C4 1.380, H255 0.960
303 C 2.272 7.217 -0.317  H99 1.090, C112 1.590, H150 1.090, H152 1.090
304 H 1.903 -3.850 7.943  C250 1.090
305 C -6.146 -1.094 0.316  H18 1.090, C77 1.497, H233 1.090, H251 1.090
306 H 5.550 -2.691 1.711  C291 1.090
307 H 3.288 -0.938 -3.497  C195 1.090
308 O -3.354 7.454 1.574  C36 1.430, C155 1.447
309 H -2.595 -8.936 -0.237  C70 1.090
310 H -2.771 8.116 -9.639  C163 1.090
311 H 9.154 -1.383 0.399  C47 1.090
312 H -1.902 0.055 -7.115  C175 1.090
313 H -3.571 0.784 7.191  C220 1.090
314 H -6.528 3.680 9.584  C32 1.090
315 H 5.071 -3.750 5.580  C73 1.090
316 H 4.245 -4.836 6.691  C73 1.090
317 H 7.614 1.360 -1.414  C156 1.090
318 C 5.922 -1.293 -5.894  N97 1.496, C178 1.510, H300 1.090, H324 1.090
319 H -1.516 -5.498 3.284  C226 1.090
320 H 3.558 -3.964 -7.651  C245 1.090
321 H 6.670 -0.506 1.638  C174 1.090
322 H 6.829 1.314 -5.179  C204 1.090
323 H 1.047 1.659 3.659  C275 1.090
324 H 5.688 -1.590 -4.872  C318 1.090
325 H 2.293 -6.662 -0.635  C262 1.090
326 H 0.341 5.521 -1.758  C144 1.090
327 C -1.904 3.645 -2.100  O39 1.465, H56 1.090, H197 1.090, H335 1.090
328 C 4.803 -7.651 0.373  C4 1.583, H113 1.090, H117 1.090, H209 1.090
329 H 0.032 1.225 10.021  C249 1.090
330 H 0.817 5.344 5.010  C276 1.090
331 H 1.900 2.244 -1.312  O79 0.960
332 H -1.522 6.520 0.862  C155 1.090
333 O -5.128 -6.398 1.329  N21 1.421, H30 0.960
334 O -3.947 -1.697 4.578  C68 1.397, C93 1.419
335 H -2.362 2.758 -1.662  C327 1.090
336 H -5.999 3.707 -0.321  C229 1.090
337 H -7.389 4.476 0.334  C229 1.090
338 H -5.286 2.003 4.370  C203 1.090
339 H -3.375 0.156 3.945  C93 1.090
340 H -0.116 -3.108 -8.573  C98 1.090
341 H 8.807 -3.370 -0.375  C177 1.090
342 H -1.393 9.017 2.704  C211 1.090
343 H 2.568 0.778 5.124  C280 1.090
344 H -3.162 -1.177 -7.667  C175 1.090
345 H -8.273 1.445 -2.704  C89 1.090
346 H 0.978 -1.315 -4.146  C52 1.090
347 H 2.096 -3.073 -7.558  C245 1.090
348 C 6.258 -3.453 -2.685  H27 1.090, H96 1.090, H228 1.090, C295 1.513

- largest force on an atom (eV/A) = 3.56
- Kohn-Sham gap (eV) = 8.28
- charge = 0
- E_HOMO (eV) = -8.0